1.
Entry from the Open Molecules 2025 dataset: one molecule with the formula C7H12O (ωB97M-V with the def2-TZVPD basis set).

Summary:
Energy relative to the best compared isomer or geometry (same formula, charge and spin)   153.9 kJ/mol
Lowest unoccupied orbital energy   0.9 eV
HOMO-LUMO gap   0.3627 Eh

CARTESIAN COORDINATES (ANGSTROEM)
C (-1.21, -0.83, -2.84)
C (-0.64, -0.31, -1.56)
C (0.16, -0.98, -0.67)
C (0.73, -2.33, -0.80)
C (0.43, -0.34, 0.71)
C (0.10, 1.14, 0.74)
C (0.59, 1.83, 1.98)
O (-0.18, 2.19, 2.86)
H (-1.32, -1.89, -2.67)
H (-2.22, -0.45, -3.10)
H (-0.44, -0.55, -3.68)
H (-1.00, 0.73, -1.43)
H (0.95, -2.57, -1.86)
H (1.72, -2.30, -0.32)
H (0.08, -3.21, -0.34)
H (-0.14, -0.87, 1.51)
H (1.52, -0.47, 0.82)
H (-1.01, 1.14, 0.74)
H (0.62, 1.61, -0.07)
H (1.71, 2.27, 2.13)

2.
Entry from the Open Molecules 2025 dataset: C22H10F15GeOSSbSe4Tc as an isolated structure (ωB97M-V with the def2-TZVPD basis set).

Summary:
Energy relative to the best compared isomer or geometry (same formula, charge and spin)   17.1 kJ/mol
2S+1   2
Lowest unoccupied orbital energy (alpha / beta)   -1.5 / -2.9 eV
HOMO-LUMO gap (alpha / beta)   0.2436 / 0.1936 Eh

CARTESIAN COORDINATES (ANGSTROEM)
Tc (0.45, 0.51, -0.34)
Se (2.99, -3.42, -2.77)
Sb (2.02, -2.66, -0.77)
Se (-0.28, -1.58, -0.99)
Se (2.57, -0.33, 0.11)
Se (2.00, -4.04, 1.36)
C (-1.93, 0.71, 2.17)
C (-0.49, 0.97, 2.52)
O (0.22, 1.62, 1.44)
C (0.18, 3.07, 1.42)
C (1.52, 3.56, 0.92)
H (-2.44, 0.25, 3.01)
H (-2.01, 0.02, 1.31)
H (-2.45, 1.64, 1.92)
H (0.07, 0.04, 2.71)
H (-0.40, 1.61, 3.39)
H (0.00, 3.40, 2.45)
H (-0.64, 3.40, 0.79)
H (2.32, 3.29, 1.60)
H (1.50, 4.64, 0.82)
H (1.75, 3.13, -0.07)
F (2.75, 2.35, -5.33)
C (1.48, 2.47, -5.74)
C (0.49, 2.84, -4.85)
C (-0.79, 2.98, -5.36)
F (-1.79, 3.37, -4.55)
C (-1.09, 2.75, -6.70)
F (-2.33, 2.90, -7.16)
C (-0.07, 2.37, -7.55)
F (-0.34, 2.14, -8.84)
C (1.22, 2.23, -7.08)
F (2.20, 1.87, -7.91)
Ge (0.73, 3.15, -2.94)
S (-0.67, 1.80, -1.89)
C (2.56, 2.75, -2.42)
C (3.03, 1.46, -2.63)
F (2.25, 0.56, -3.23)
C (4.30, 1.05, -2.25)
F (4.72, -0.19, -2.47)
C (5.14, 1.97, -1.64)
F (6.36, 1.60, -1.27)
C (4.72, 3.27, -1.42)
F (5.53, 4.14, -0.82)
C (3.44, 3.64, -1.81)
F (3.06, 4.90, -1.55)
C (0.31, 5.04, -2.68)
C (-0.58, 5.56, -1.75)
F (-1.22, 4.77, -0.89)
C (-0.84, 6.92, -1.66)
F (-1.71, 7.39, -0.76)
C (-0.20, 7.79, -2.52)
F (-0.45, 9.10, -2.44)
C (0.70, 7.32, -3.45)
F (1.33, 8.16, -4.26)
C (0.94, 5.95, -3.51)
F (1.85, 5.52, -4.40)

3.
Entry from the Open Molecules 2025 dataset: a 2-piece molecular cluster, C9H13NO6 overall (ωB97M-V with the def2-TZVPD basis set).

Summary:
Energy relative to the best compared isomer or geometry (same formula, charge and spin)   322.4 kJ/mol
Lowest unoccupied orbital energy (alpha / beta)   -0.6 / -2.7 eV
HOMO-LUMO gap (alpha / beta)   0.3267 / 0.2468 Eh

CARTESIAN COORDINATES (ANGSTROEM)
C (0.57, 3.00, 1.03)
C (1.32, 1.96, 0.22)
C (0.39, 1.26, -0.78)
C (-0.42, -0.50, 1.34)
C (-1.24, -1.43, 0.54)
C (-1.22, -1.63, -0.79)
C (-0.35, -0.98, -1.86)
C (0.87, -0.13, -1.27)
O (1.76, 0.11, -2.32)
O (-0.96, -0.30, -2.79)
O (-0.57, 1.81, -1.26)
C (0.03, -1.99, -3.02)
O (0.70, -0.72, 1.82)
O (-2.28, -1.96, 5.66)
N (-1.40, -1.20, 5.23)
O (-0.82, -0.31, 5.85)
H (1.28, 3.73, 1.38)
H (-0.18, 3.47, 0.39)
H (0.08, 2.55, 1.89)
H (2.11, 2.46, -0.38)
H (1.80, 1.17, 0.82)
H (-0.92, 0.48, 1.53)
H (-1.92, -1.99, 1.18)
H (-1.90, -2.37, -1.23)
H (1.40, -0.62, -0.44)
H (1.44, 0.89, -2.80)
H (0.52, -2.86, -2.57)
H (-0.82, -2.33, -3.62)
H (0.72, -1.54, -3.75)